No. 1
Molecular formula: C9H9BiF3GaI2O7S2
Method: DFT, the ωB97M-V functional and the def2-TZVPD basis

Computed properties:
E = -127999.0870 eV
Energy above the lowest of the compared OMol25 structures with the same formula, charge and spin = 18.6 kcal per mole
Charge = +4
HOMO energy (spin up / spin down) = -23.42 / -22.33 eV

```
34
Properties=species:S:1:pos:R:3:forces:R:3:mulliken_charge:R:1
I 1.3730 -3.5011 0.1298 0.2 0.2 -0.3 0.5621
I 1.6750 4.5348 -0.3800 -0.5 -0.5 0.4 0.3493
Bi 0.3112 2.4235 0.8406 0.8 0.6 0.8 1.6264
Ga -0.0474 -1.4080 0.4767 0.8 0.3 0.9 0.8246
S 1.0012 0.1327 -0.8859 0.0 -0.8 0.2 -0.0510
C -2.0252 -1.9021 -0.5895 -4.4 -2.6 -0.2 0.2191
C -1.3283 -1.6431 2.0790 -4.1 -2.1 2.8 0.6325
C 0.4810 0.0746 -2.6551 -0.4 0.4 -0.7 1.1210
C 1.3220 1.1351 -3.3475 0.5 0.1 0.1 -1.4880
C -1.0059 0.3753 -2.7609 -0.1 -0.2 0.3 -1.1038
C 0.8279 -1.2865 -3.2503 0.6 -0.6 0.2 -1.4489
C -1.3601 2.2112 3.1337 -1.6 1.5 2.1 0.0133
C -2.0898 2.6643 -0.0617 -2.7 0.7 -2.8 0.1565
O -2.1890 -2.1140 2.6811 3.1 1.5 -2.4 -0.0829
O -3.0552 -2.4062 -0.6858 4.2 2.2 0.1 -0.0171
O -1.9254 2.3583 4.1075 1.3 -0.3 -2.3 -0.0038
O -2.9500 2.7759 -0.8000 2.4 -0.3 2.5 0.0237
H 1.0305 1.1751 -4.4011 0.0 0.0 0.1 0.4975
H 2.3781 0.8560 -3.3003 0.0 0.2 -0.1 0.4709
H 1.1780 2.1256 -2.9092 0.0 0.0 -0.1 0.2995
H -1.2670 0.3063 -3.8268 -0.1 0.0 0.3 0.5102
H -1.2298 1.3770 -2.3995 -0.1 0.1 -0.2 0.3174
H -1.5972 -0.3521 -2.1912 -0.1 0.2 -0.4 0.0211
H 0.5747 -1.2664 -4.3217 0.0 0.0 0.3 0.4854
H 0.2912 -2.1112 -2.7720 -0.1 0.0 -0.1 0.2602
H 1.9042 -1.4600 -3.1461 -0.1 -0.1 -0.2 0.4682
F 0.8627 -0.9026 5.7584 0.3 -0.1 -2.0 -0.1257
C 1.2675 -1.2211 4.5165 0.9 -1.2 2.3 0.6441
F 2.5993 -1.3619 4.5043 -1.6 0.5 -0.5 -0.1366
F 0.6983 -2.4031 4.1525 0.2 0.9 -0.1 -0.2111
S 0.6519 0.0358 3.2910 2.3 0.4 2.8 0.7819
O -0.7901 -0.0338 3.4136 -0.3 -0.6 -1.1 -0.6038
O 1.2486 1.3155 3.6026 -0.5 -0.3 -1.1 -0.5304
O 1.1844 -0.5039 1.9973 -1.0 -0.3 -1.8 -0.4818
```
Positions in Å, forces in eV/Å.

No. 2
Molecular formula: CH2NO3S
Method: DFT, the ωB97M-V functional and the def2-TZVPD basis

Computed properties:
E = -19535.9423 eV
Energy above the lowest of the compared OMol25 structures with the same formula, charge and spin = 68.3 kcal per mole
Charge = -1
HOMO energy = -2.45 eV

```
8
Properties=species:S:1:pos:R:3:forces:R:3:mulliken_charge:R:1
C 1.6684 -0.3219 0.6332 -0.2 0.0 -0.4 0.7358
N -0.5655 -0.2779 -0.6828 0.1 0.1 -1.1 -0.4502
O -1.2253 0.9684 -1.3207 -0.3 -0.4 -1.2 -0.5153
O 2.1248 -1.0613 -0.1327 0.4 -0.3 -0.2 -0.4015
O 1.4043 0.3955 1.5077 0.4 0.4 0.3 -0.4539
S -1.3387 -0.5979 0.7327 -0.5 0.0 -0.2 -0.2497
H -0.6076 0.1955 1.5243 -0.4 0.2 0.9 0.0628
H -1.4605 0.6995 -2.2616 0.6 0.1 1.9 0.2720
```
Positions in Å, forces in eV/Å.

No. 3
Molecular formula: C17H18N2O2S2
Method: DFT, the ωB97M-V functional and the def2-TZVPD basis

Computed properties:
E = -46664.9499 eV
Energy above the lowest of the compared OMol25 structures with the same formula, charge and spin = 0.0 kcal per mole
Charge = 0
HOMO energy = -6.87 eV

```
41
Properties=species:S:1:pos:R:3:forces:R:3:mulliken_charge:R:1
O 3.0221 -1.3391 -3.5292 -0.8 -0.2 0.8 -0.6810
S 6.9100 -1.8875 -0.1782 -1.0 -0.1 0.1 -0.3006
O -2.3127 1.7673 -0.1768 0.3 1.5 0.1 -0.3055
S 5.2123 -2.1010 -2.5312 0.1 -0.2 1.0 -0.1500
C 3.5538 -1.5935 -2.4542 -1.3 0.9 -1.0 0.5869
C 5.3535 -1.8916 -0.8145 0.3 0.3 1.1 0.1458
C -2.4424 3.0258 0.4542 -0.9 -1.4 1.7 -0.5801
C -2.9031 2.8471 1.7308 0.1 -1.1 -0.5 -0.2997
C 0.6057 -0.9183 -1.7125 1.0 -0.4 0.6 -1.0773
C 1.1659 -1.3663 0.6182 -1.9 0.1 -0.4 -0.5081
C -3.0712 1.3761 1.9168 0.8 2.0 -1.5 -0.6331
C 1.6769 -1.2541 -0.7517 0.5 0.1 0.3 0.9074
C 3.0471 -1.4671 -1.0624 -1.5 0.4 -0.9 -0.2378
C -0.6941 -0.7733 -1.3628 0.4 -0.2 1.2 1.2301
C -0.1741 -1.1902 0.9979 2.0 -0.4 -1.0 0.2831
C -2.6509 0.8304 0.7244 -1.3 -0.3 2.5 0.9504
N -1.1226 -0.8732 -0.0048 0.5 -0.9 0.2 0.2793
N 4.1416 -1.6286 -0.1698 1.8 -0.1 -0.2 0.3192
C -1.6806 -0.6308 -2.4788 -0.7 0.3 0.8 -1.8858
C -0.5620 -1.4278 2.4854 -0.5 0.4 -1.2 -1.7502
C -2.5230 -0.6497 0.4264 0.3 0.9 -0.7 -1.4072
C 4.2791 -2.3601 2.2332 -0.6 -0.2 -0.3 -0.9912
C 4.2338 -1.1798 1.2464 0.0 -0.4 0.2 -1.0569
H -2.2774 3.9844 -0.0051 0.4 -0.5 -0.8 0.4441
H -3.0718 3.6622 2.4560 0.0 -0.7 -0.6 0.3600
H 0.8049 -0.8334 -2.7710 0.4 -0.1 0.1 0.6110
H 1.8211 -1.7451 1.3697 0.2 0.0 0.4 0.2767
H -3.4722 0.8919 2.7851 0.1 -0.3 0.1 0.4844
H -1.2333 -0.2578 -3.3808 0.6 0.2 -0.2 0.4795
H -2.0302 -1.6252 -2.7310 -0.6 -0.1 0.1 0.3148
H -2.4819 0.0713 -2.2251 -0.1 -0.4 -0.1 0.3405
H 0.2788 -1.6656 3.1417 0.1 0.1 -0.6 0.3856
H -1.2775 -2.2473 2.5681 0.0 -0.1 -0.1 0.3488
H -1.0646 -0.5468 2.8868 0.1 0.1 0.0 0.3648
H -3.2681 -0.9153 -0.3365 0.6 -0.2 -0.1 0.4306
H -2.7499 -1.2734 1.3140 0.2 0.7 -0.5 0.3585
H 3.3614 -2.9853 2.1541 0.5 0.4 0.2 0.2734
H 4.3895 -1.9877 3.2537 -0.2 0.0 0.0 0.3365
H 5.1311 -3.0143 2.0587 0.1 0.1 -0.3 0.3517
H 3.4260 -0.4869 1.5086 0.0 -0.3 -0.5 0.5246
H 5.1555 -0.6085 1.3728 0.1 -0.1 -0.3 0.4771
```
Positions in Å, forces in eV/Å.

No. 4
Molecular formula: C4H12
Method: DFT, the ωB97M-V functional and the def2-TZVPD basis

Computed properties:
E = -4341.6582 eV
Energy above the lowest of the compared OMol25 structures with the same formula, charge and spin = 20.1 kcal per mole
Charge = 0
HOMO energy = -11.21 eV

```
16
Properties=species:S:1:pos:R:3:forces:R:3:mulliken_charge:R:1
C 1.4108 1.3992 -1.6788 1.8 -2.1 2.1 -0.7387
C 1.6609 2.0549 -0.2887 -0.1 0.4 -0.8 -0.8184
H 1.3778 1.9776 -2.5882 -0.4 0.4 0.1 0.3108
H 2.3136 0.7510 -1.7160 -0.2 0.4 -0.8 0.2297
H 0.6713 0.6095 -1.5446 -0.7 0.5 -0.6 0.2008
H 0.8159 2.6711 0.0294 0.3 0.2 0.1 0.2648
H 2.6036 2.6067 -0.3374 -0.3 0.5 0.1 0.2937
H 1.8612 1.3147 0.4916 -0.4 -0.2 -0.3 0.2578
C -2.2890 -1.5267 0.6997 0.1 2.7 1.0 -0.8512
C -0.9383 -1.9117 1.2932 0.6 -0.4 -1.8 -0.7275
H -2.1876 -0.5001 0.2721 0.4 -0.9 -0.7 0.2300
H -2.6375 -2.2298 -0.0437 -0.2 0.0 0.1 0.2774
H -3.0198 -1.1701 1.4116 -0.8 -1.2 0.6 0.3255
H -0.8850 -2.9255 1.6947 -0.1 0.1 -0.1 0.2774
H -0.3828 -1.2620 1.9656 -0.7 0.4 0.2 0.2913
H -0.3750 -1.8587 0.3395 0.6 -0.6 0.7 0.1767
```
Positions in Å, forces in eV/Å.

No. 5
Molecular formula: H5NP4
Method: DFT, the ωB97M-V functional and the def2-TZVPD basis

Computed properties:
E = -38723.5277 eV
Energy above the lowest of the compared OMol25 structures with the same formula, charge and spin = 17.0 kcal per mole
Charge = 0
HOMO energy = -9.06 eV

```
10
Properties=species:S:1:pos:R:3:forces:R:3:mulliken_charge:R:1
N -1.5559 -0.3724 2.6546 -1.9 1.5 0.2 -0.6222
P 0.9774 0.5274 0.5871 -1.5 -0.4 -0.4 0.0174
P 2.1881 -0.0052 -2.3355 0.2 2.5 0.3 -0.1435
P -1.1898 0.3947 1.3926 0.8 1.4 -1.5 0.1274
P 0.2369 0.1377 -1.2704 0.6 0.1 0.4 0.0712
H -0.9649 -1.0697 2.9214 1.7 -2.4 1.0 0.2543
H 2.1918 -1.2890 -2.0466 0.4 -2.6 0.8 0.0773
H 1.6089 -0.3481 -3.5241 -0.5 0.1 -1.2 0.0644
H -1.9525 0.2895 0.2208 0.0 -0.9 -0.5 0.0590
H -1.5400 1.7351 1.4001 0.2 0.7 0.7 0.0947
```
Positions in Å, forces in eV/Å.

No. 6
Molecular formula: C24H53O13PS3
Method: DFT, the ωB97M-V functional and the def2-TZVPD basis

Computed properties:
E = -94160.1477 eV
Charge = 0
HOMO energy = -8.80 eV

```
94
Properties=species:S:1:pos:R:3:forces:R:3:mulliken_charge:R:1
C -5.2018 0.8918 2.8143 0.1 -0.2 0.3 -0.9273
C -5.4020 -0.3529 3.6738 -0.1 0.0 -0.3 -0.3058
O -4.6664 -1.5061 3.1860 -0.1 0.5 0.7 -0.4294
P -3.0784 -1.4783 3.1729 0.2 0.1 -0.5 0.4906
O -2.5198 -1.1964 1.8428 0.1 -0.1 -0.1 -0.3951
C -2.6028 -3.0937 3.8381 -0.4 -0.2 -0.1 -0.9778
C -1.9339 -3.9775 2.7729 0.0 -0.3 0.0 -0.2015
C -0.5260 -4.4671 3.1469 -0.1 0.6 0.2 -1.6518
C 0.6120 -3.6910 2.5198 0.2 -0.7 0.1 -0.4691
O 0.3966 -2.3029 2.8511 0.0 -0.1 -0.4 0.1373
S 1.4932 -1.2630 2.3878 0.8 1.3 0.4 0.8230
O 2.1554 -0.8274 3.5868 0.2 -0.3 0.1 -0.7682
O 0.8862 -0.2274 1.6122 -0.4 -0.3 -0.1 -0.2236
C 2.6911 -2.1206 1.3700 0.1 -0.7 0.0 -0.7939
C 2.3015 -3.5021 0.7764 0.2 0.2 0.3 -1.5305
C 0.8466 -3.8816 1.0213 -0.1 0.5 0.0 0.4424
C -0.1740 -3.1105 0.1571 0.0 -0.3 -0.4 0.3828
C 0.3209 -2.6230 -1.2131 -0.5 -0.2 0.2 -0.3964
C -0.8457 -2.4442 -2.1992 0.0 0.5 0.0 -1.4824
C -1.1959 -0.9784 -2.4771 -0.6 -0.4 -0.3 -0.7400
C -2.0636 -0.3394 -1.3823 0.3 0.5 0.0 -0.2218
C -1.3807 0.8112 -0.5943 -0.3 -0.5 0.3 -0.4663
O 0.0210 0.8859 -0.7713 0.0 0.3 0.0 0.0537
C 0.4685 1.8794 -1.6556 0.1 0.2 -0.2 -0.7323
O -2.6834 -0.3683 4.2540 -0.3 -0.4 0.0 -0.3317
C -1.2705 -0.1298 4.3775 0.6 0.6 0.4 0.9711
C -1.0278 1.0041 5.3693 0.3 -0.2 -0.3 -1.5345
H -6.1497 1.4172 2.7310 0.0 0.2 -0.1 0.3963
H -4.8515 0.6144 1.8237 -0.1 0.0 -0.1 0.2085
H -4.4624 1.5521 3.2582 0.1 0.1 0.0 0.2476
H -5.1094 -0.1760 4.7054 0.0 0.0 0.1 0.2363
H -6.4470 -0.6437 3.6540 0.0 -0.3 0.0 0.4176
H -3.5280 -3.5570 4.1805 -0.1 0.0 0.0 0.3383
H -1.9986 -2.9734 4.7359 0.2 0.2 -0.1 0.5279
H -2.5498 -4.8571 2.5944 -0.2 0.0 0.0 0.6117
H -1.9330 -3.4136 1.8461 0.2 -0.1 -0.1 -0.0935
H -0.3984 -4.3593 4.2261 0.0 -0.2 0.1 0.5962
H -0.3837 -5.5228 2.9262 0.0 -0.1 -0.2 0.3597
H 1.5272 -4.0063 3.0338 0.1 0.0 0.1 0.4328
H 3.5529 -2.2433 2.0196 0.0 0.1 0.1 0.6072
H 2.9812 -1.4135 0.5981 -0.2 0.2 0.0 0.3459
H 2.5818 -3.5294 -0.2700 -0.1 0.0 -0.1 0.3539
H 2.9157 -4.2516 1.2761 0.1 0.0 0.0 0.4566
H 0.7456 -4.9543 0.8533 0.0 -0.1 -0.2 0.6951
H -1.0057 -3.7890 -0.0377 -0.1 0.0 0.1 0.6868
H -0.5957 -2.2667 0.7011 0.0 0.1 0.0 -0.5918
H 1.0214 -3.3348 -1.6451 0.2 0.0 0.0 0.5170
H 0.8046 -1.6552 -1.0782 0.3 0.0 -0.1 0.1167
H -1.7481 -2.9161 -1.8074 0.0 -0.2 0.0 0.4192
H -0.6398 -2.9307 -3.1529 0.2 -0.1 0.0 0.4937
H -1.7638 -0.9730 -3.4095 0.0 0.1 -0.1 0.4367
H -0.2979 -0.4010 -2.6650 0.2 0.0 0.0 0.0966
H -2.9597 0.0737 -1.8448 -0.1 0.0 0.0 0.6666
H -2.4088 -1.0873 -0.6699 0.1 -0.1 0.0 0.0848
H -1.5518 0.6438 0.4700 0.1 -0.1 0.0 -0.2150
H -1.8607 1.7598 -0.8423 0.2 0.2 -0.2 0.5123
H 0.5683 1.5068 -2.6796 0.0 0.0 -0.1 0.3057
H -0.2026 2.7420 -1.6969 -0.2 0.0 0.1 0.4005
H 1.4387 2.2428 -1.3190 0.1 -0.1 0.0 -0.0425
H -0.7506 -1.0238 4.7219 -0.3 -0.2 0.0 0.0419
H -0.8405 0.1308 3.4134 -0.2 -0.1 -0.2 -0.4160
H -0.1223 0.7872 5.9329 0.0 0.0 0.1 0.3665
H -0.8453 1.9339 4.8381 -0.3 0.2 0.1 0.3100
H -1.8543 1.1040 6.0656 -0.1 0.1 0.0 0.4031
O 4.6314 0.5656 0.2101 0.0 -0.1 -0.1 -0.6555
S 4.3807 1.9764 0.2827 0.1 0.1 0.3 1.2521
O 3.9887 2.6821 -0.8984 0.0 0.0 -0.1 -0.6601
O 5.6622 2.6792 0.9126 -0.1 0.1 0.0 -0.2829
C 6.9411 2.4179 0.2960 0.4 -0.1 -0.2 -0.3724
C 7.1265 3.1482 -1.0186 -0.2 0.0 0.0 -0.9583
C 3.2553 2.3223 1.5797 -0.1 -0.1 0.1 -0.7987
H 7.0695 1.3408 0.1785 -0.1 0.0 0.0 0.3218
H 7.6723 2.7592 1.0258 -0.1 0.0 0.1 0.2759
H 6.4378 2.7836 -1.7784 0.0 0.0 0.0 0.2843
H 8.1446 3.0011 -1.3801 0.0 0.0 0.1 0.3911
H 6.9454 4.2154 -0.8922 0.1 0.0 0.0 0.2567
H 3.5757 1.7935 2.4735 0.0 0.0 0.0 0.3369
H 2.2845 1.9491 1.2525 0.0 -0.1 0.0 0.0812
H 3.2179 3.3955 1.7445 0.0 0.0 -0.1 0.4721
O -1.7401 2.6209 -4.5639 -0.2 -0.1 0.0 -0.4949
S -1.5081 3.7908 -5.3545 0.3 0.1 0.0 1.1403
O -2.6110 4.5140 -5.9060 -0.1 0.0 0.0 -0.6242
O -0.4820 3.4261 -6.5116 0.0 0.1 0.0 -0.2900
C -0.8056 2.3036 -7.3629 -0.1 -0.4 -0.2 -0.2842
C -1.9017 2.6145 -8.3613 -0.1 0.2 0.1 -1.0118
C -0.4707 4.9080 -4.4781 0.1 0.0 0.0 -0.9655
H -1.0598 1.4440 -6.7408 0.0 0.1 0.1 0.2780
H 0.1244 2.0739 -7.8782 0.1 0.1 0.1 0.2837
H -2.8537 2.7963 -7.8659 0.0 0.0 0.0 0.3033
H -2.0260 1.7729 -9.0430 0.1 0.0 0.0 0.3911
H -1.6531 3.5050 -8.9382 0.0 0.0 0.0 0.2644
H 0.3802 4.3617 -4.0805 0.0 0.0 0.0 0.2801
H -1.0710 5.3231 -3.6717 0.0 0.0 0.0 0.3866
H -0.1539 5.6948 -5.1568 0.0 0.0 0.0 0.3466
```
Positions in Å, forces in eV/Å.

Number 1: F_max 5.371 eV Å⁻¹. Number 2: F_max 2.010 eV Å⁻¹. Number 3: F_max 2.804 eV Å⁻¹. Number 4: F_max 3.483 eV Å⁻¹. Number 5: F_max 3.139 eV Å⁻¹. Number 6: F_max 1.549 eV Å⁻¹.